Entry from OMol25: C4H7NO in the gas phase (ωB97M-V/def2-TZVPD).

The geometry in XYZ format:
```
13
Properties=species:S:1:pos:R:3:lowdin_charge:R:1
C -2.05739 0.02902 0.20464 -0.063
C -1.06269 0.69384 -0.69914 -0.172
N 0.19160 0.51062 -0.80621 0.106
C 0.86047 -0.49692 -0.07507 -0.520
C 2.26813 -0.11017 0.30342 -0.017
O 0.40565 -1.60583 0.11770 0.073
H -2.65651 0.79493 0.70828 0.078
H -2.73670 -0.56406 -0.42107 0.090
H -1.59679 -0.64082 0.92978 0.067
H -1.48434 1.44435 -1.37794 0.110
H 2.66052 -0.81736 1.03494 0.080
H 2.32402 0.91446 0.68291 0.080
H 2.88403 -0.15207 -0.60224 0.088
```

Its SMILES is C/C=N\C(C)=O. For the LUMO energy, the calculation gives 0.026 Ha. Its total charge is 0. The orbital gap is 10.27 eV. The energy above the lowest of the compared OMol25 structures with the same formula, charge and spin comes out at 22.3 kcal/mol.